# 1
# C11H36N8O9V

A molecular structure, C11H36N8O9V in a non-equilibrium geometry (the ωB97M-V functional and the def2-TZVPD basis, OMol25).

HOMO energy ... -0.426 Ha
Total energy ... -2499.8518 Ha
Maximum force ... 0.127 Eh/bohr
LUMO energy ... -2.282 eV

```
! wB97M-V def2-TZVPD RIJCOSX def2/J DEFGRID3
* xyz 1 1
O -0.6337 0.1889 -0.4802
V 0.8470 -0.1074 0.1433
O 1.8721 0.8500 -0.7702
C 0.9872 2.3123 2.4008
O 0.8623 1.2893 1.7364
N 1.9975 3.1147 2.3703
N -0.0420 2.8256 3.0571
H 2.0101 3.9355 2.9587
H 2.7722 2.8374 1.7846
H 0.0965 3.7436 3.4547
H -0.9207 2.3355 3.1455
C 1.4062 -2.9711 -1.7017
O 1.2275 -1.9112 -1.0403
N 0.8338 -3.2068 -2.7974
N 2.1739 -3.9412 -1.3915
H 1.0131 -4.1145 -3.2024
H 0.2118 -2.4841 -3.1303
H 2.1084 -4.8367 -1.8540
H 2.5352 -3.9524 -0.4484
C -0.8836 -2.3091 1.8732
O -0.1790 -1.3148 1.7729
N -2.1258 -2.3402 2.3304
N -0.5662 -3.4748 1.4413
H -2.5865 -3.2371 2.2724
H -2.5756 -1.4518 2.4994
H 0.3523 -3.7377 1.1136
H -1.2983 -4.1624 1.5481
C 3.9325 -1.5548 1.2342
O 2.8653 -0.9893 1.1198
N 4.1148 -2.8714 1.3368
N 5.1310 -0.9012 1.2508
H 3.2995 -3.4674 1.3486
H 4.9990 -3.3505 1.2434
H 5.9113 -1.4946 1.4940
H 5.1959 0.1034 1.1694
C 2.9098 3.3123 -2.3639
C 3.6458 3.8978 -3.5185
O 4.7311 4.7514 -2.9626
H 2.1718 2.5886 -2.7100
H 2.3734 4.0209 -1.7329
H 3.5896 2.7204 -1.7510
H 2.9677 4.4920 -4.1310
H 4.1026 3.1566 -4.1742
H 4.4121 5.6568 -2.9719
C -2.9288 -0.0844 -2.9103
C -3.1429 -1.4448 -2.1958
O -2.2584 -2.4399 -2.5974
H -3.6076 0.6503 -2.4773
H -3.2026 -0.1336 -3.9642
H -1.9485 0.3901 -2.8667
H -4.1084 -1.9074 -2.4007
H -3.1682 -1.4359 -1.1062
H -2.3906 -2.5846 -3.5372
C -4.1748 2.3931 2.2059
C -4.6218 0.9614 2.0059
C -4.2535 0.4623 0.5944
O -4.0614 0.1559 3.0460
H -3.0903 2.4418 2.3037
H -4.4700 2.8756 3.1376
H -4.4221 3.0161 1.3463
H -5.7093 0.9051 2.0537
H -3.2580 0.0187 0.6097
H -4.2858 1.2717 -0.1349
H -4.9724 -0.2743 0.2354
H -3.7737 0.8120 3.6850
*
```

***

# 2
# C11H36N9O7

7 unconnected molecules or ions with the total composition C11H36N9O7 in a non-equilibrium geometry (the ωB97M-V functional and the def2-TZVPD basis, OMol25).

HOMO energy ... -0.102 Ha
Total energy ... -1460.2011 Ha
Maximum force ... 0.129 Eh/bohr
LUMO energy ... 2.045 eV

```
! wB97M-V def2-TZVPD RIJCOSX def2/J DEFGRID3
* xyz -1 1
C 20.7817 -16.9209 16.0813
O 21.1819 -15.8795 16.9399
H 19.9035 -16.6731 15.4852
H 21.5061 -17.0296 15.2742
H 20.6726 -17.9305 16.4775
C 16.6056 -17.7802 14.6707
C 16.1711 -18.1153 13.2270
O 17.0961 -19.1133 12.7118
H 16.7391 -18.7132 15.2182
H 15.8286 -17.1786 15.1423
H 17.4701 -17.1229 14.7635
H 16.0697 -17.2408 12.5843
H 15.1787 -18.5615 13.2908
H 16.6142 -19.9031 12.4557
C 18.2149 -13.3703 17.6201
O 17.1680 -12.7566 17.9178
N 18.5730 -13.5813 16.3606
N 19.0970 -13.7587 18.4643
H 19.4725 -14.0295 16.2597
H 18.0675 -13.0873 15.6391
H 19.1963 -13.4539 19.4221
H 19.7926 -14.3627 18.0502
C 20.2612 -19.8588 13.5009
O 21.3375 -20.4537 13.4134
N 20.0897 -18.6280 13.1247
N 19.2975 -20.2908 14.1930
H 19.1872 -18.1751 13.1434
H 20.8050 -18.1257 12.6185
H 19.1920 -21.2841 14.3425
H 18.4735 -19.7299 14.0301
C 24.5485 -17.8987 14.4017
O 24.1074 -17.4946 15.4266
N 25.8096 -17.6563 14.1327
N 23.9641 -18.7254 13.5995
H 26.0793 -18.0876 13.2601
H 26.3160 -16.8978 14.5668
H 23.0278 -18.9425 13.9100
H 24.3939 -19.1529 12.7917
C 22.1834 -18.0350 19.8103
O 23.0861 -17.4502 19.2882
N 21.0148 -17.7675 19.3962
N 22.1557 -18.7185 20.9277
H 20.3132 -18.2831 19.9081
H 20.8181 -17.1466 18.6242
H 21.2312 -19.0426 21.1734
H 23.0551 -18.8798 21.3579
C 19.9755 -14.5439 12.5717
C 20.6911 -14.5266 11.2382
C 20.6128 -15.8746 10.4293
O 21.5283 -16.7191 11.0545
C 21.9260 -17.8237 10.2853
N 20.1072 -13.4590 10.5051
H 20.3591 -13.7619 13.2269
H 20.1622 -15.4889 13.0818
H 18.8923 -14.4506 12.4928
H 21.7209 -14.1738 11.2944
H 20.7461 -15.6945 9.3625
H 19.6088 -16.2982 10.4522
H 22.8729 -18.1568 10.7102
H 22.1044 -17.7260 9.2144
H 21.2150 -18.6461 10.3650
H 20.5185 -13.4695 9.5826
H 19.1623 -13.6646 10.2135
*
```

***

# 3
# C11H36O10

8 unconnected molecules or ions with the total composition C11H36O10 in a non-equilibrium geometry (the ωB97M-V functional and the def2-TZVPD basis, OMol25).

HOMO energy (spin up / spin down) ... -0.444 / -0.442 Ha
Total energy ... -1192.5615 Ha
Maximum force ... 0.047 Eh/bohr
LUMO energy (spin up / spin down) ... -2.544 / -9.771 eV

```
! wB97M-V def2-TZVPD RIJCOSX def2/J DEFGRID3
* xyz 1 2
C -8.7281 -4.2773 8.7783
C -9.9725 -3.5351 8.3163
O -10.4042 -3.7315 6.9474
C -11.5840 -3.2300 6.5591
O -12.4593 -2.7068 7.2208
O -11.7372 -3.5990 5.2687
C -12.8916 -3.2343 4.3996
H -7.8527 -3.9013 8.2486
H -8.7888 -5.3635 8.7109
H -8.6282 -4.0229 9.8335
H -9.8134 -2.4571 8.3406
H -10.8241 -3.7885 8.9477
H -12.5519 -2.7476 3.4853
H -13.6075 -2.5977 4.9196
H -13.3960 -4.1779 4.1918
C -13.1713 -5.7730 -1.8486
O -13.7633 -6.7464 -2.6232
H -13.5507 -4.7793 -2.0869
H -13.6119 -5.9579 -0.8689
H -12.0840 -5.7448 -1.9195
H -14.5157 -7.0773 -2.1273
C -16.1353 -8.7193 -2.2198
O -15.8128 -7.8773 -1.0359
H -16.6722 -8.0882 -2.9281
H -15.3458 -9.3247 -2.6651
H -16.8838 -9.4647 -1.9511
H -16.5286 -7.2399 -0.9818
C -18.6109 -4.7672 2.5550
O -17.8997 -4.6858 3.7280
H -18.0601 -5.2915 1.7741
H -19.5597 -5.1901 2.8852
H -18.8674 -3.7693 2.1996
H -17.8336 -3.8030 4.0995
C -14.5073 -5.9529 1.6165
O -14.8048 -5.8081 2.9906
H -14.5196 -7.0095 1.3488
H -15.1687 -5.2774 1.0739
H -13.4784 -5.6492 1.4231
H -15.4797 -5.1335 3.0960
C -15.9955 -3.5388 -1.0582
O -14.7589 -3.0732 -0.4913
H -16.4959 -2.7529 -1.6239
H -15.8150 -4.4188 -1.6756
H -16.6418 -3.8603 -0.2414
H -14.9262 -2.3425 0.1085
C -15.0665 -10.0632 2.4023
O -15.3243 -9.2370 3.4384
H -15.4546 -11.0537 2.6397
H -15.3480 -9.5791 1.4672
H -13.9783 -10.1104 2.3615
H -15.5841 -8.3468 3.1900
C -16.3857 -1.8303 2.7381
O -16.0754 -2.5636 3.9548
H -15.5500 -1.9577 2.0499
H -17.2610 -2.1259 2.1596
H -16.5480 -0.7666 2.9121
H -16.5120 -2.2866 4.7636
*
```

***

# 4
# C11H36O7

7 unconnected molecules or ions with the total composition C11H36O7 in a non-equilibrium geometry (the ωB97M-V functional and the def2-TZVPD basis, OMol25).

HOMO energy (spin up / spin down) ... 0.008 / -0.256 Ha
Total energy ... -967.2105 Ha
Maximum force ... 0.072 Eh/bohr
LUMO energy (spin up / spin down) ... 2.663 / 2.579 eV

```
! wB97M-V def2-TZVPD RIJCOSX def2/J DEFGRID3
* xyz -1 2
C -2.3703 -4.7524 -2.0437
C -1.1366 -4.0403 -1.4763
C -0.8626 -4.6344 -0.0103
O 0.0124 -4.3927 -2.2904
H -2.6980 -4.5374 -3.0608
H -3.2162 -4.4480 -1.4273
H -2.2346 -5.8269 -1.9211
H -1.2989 -2.9700 -1.3490
H -1.1884 -5.6652 0.1286
H -1.4569 -4.0979 0.7293
H 0.2031 -4.4647 0.1432
H 0.6076 -3.6491 -2.4098
C 2.1476 3.4768 2.0746
C 1.8052 2.6939 3.4053
C 0.4211 2.8874 3.9381
O 1.8999 1.3788 3.1196
H 3.2320 3.4595 1.9649
H 1.6910 4.4576 1.9419
H 1.8332 2.8727 1.2235
H 2.5805 2.8672 4.1515
H 0.1149 1.9553 4.4130
H -0.3190 3.0807 3.1616
H 0.4612 3.6298 4.7352
H 1.3456 1.1725 2.3635
C 0.3944 -0.5284 -2.5930
O 1.0035 -1.8140 -2.4079
H 0.0447 -0.3575 -3.6111
H -0.4155 -0.2865 -1.9048
H 1.2303 0.1547 -2.4425
H 1.7735 -1.5225 -1.9144
C -2.9258 2.1278 -1.5733
O -4.1507 2.5529 -2.3360
H -2.0557 1.9832 -2.2137
H -2.7243 2.7953 -0.7355
H -3.1194 1.1484 -1.1360
H -4.1205 3.5095 -2.4113
C -1.0254 -0.3185 0.8304
O -0.4295 0.9477 0.6568
H -1.9625 -0.3540 0.2748
H -0.2706 -1.0548 0.5544
H -1.3514 -0.5512 1.8441
H -0.0894 0.9427 -0.2410
C 2.2778 -1.7533 2.0330
O 2.4319 -2.8983 1.1259
H 3.2796 -1.4702 2.3559
H 1.7319 -0.9528 1.5337
H 1.7442 -1.8952 2.9728
H 2.9576 -2.5905 0.3839
C 0.6005 3.9186 -1.5985
O 0.8044 2.5232 -1.8945
H -0.2497 3.9021 -0.9166
H 1.4321 4.4089 -1.0923
H 0.1957 4.5160 -2.4154
H 1.4149 2.4637 -2.6330
*
```

***

# 5
# C11H38N2O8

8 unconnected molecules or ions with the total composition C11H38N2O8 in a non-equilibrium geometry (the ωB97M-V functional and the def2-TZVPD basis, OMol25).

HOMO energy ... -0.348 Ha
SMILES ... NC(N)=O.CCO.CCO.CCO.CO.CO.CO.CO
Total energy ... -1153.2608 Ha
Maximum force ... 0.044 Eh/bohr
LUMO energy ... 0.270 eV

```
! wB97M-V def2-TZVPD RIJCOSX def2/J DEFGRID3
* xyz 0 1
N 0.2721 -1.8990 -0.7198
C -0.4631 -1.1167 0.1240
N -1.5174 -0.6000 -0.5248
O -0.1032 -0.8472 1.2836
H -0.3260 -2.2400 -1.4542
H 1.1590 -2.2301 -0.3727
H -2.3488 -0.2186 -0.1002
H -1.6425 -0.8420 -1.4968
C -3.2421 0.6165 2.7170
C -3.3534 1.7905 1.7596
O -3.8437 1.2543 0.5092
H -4.1448 0.0332 2.8969
H -2.9741 0.9635 3.7205
H -2.4604 -0.0263 2.3158
H -2.3760 2.2735 1.6659
H -4.0264 2.5814 2.1105
H -3.3470 1.7044 -0.1856
C -1.1817 -0.1549 -5.1654
C -0.3529 -0.9505 -4.1673
O -1.1650 -1.7777 -3.3458
H -1.8383 0.5238 -4.6187
H -1.8043 -0.7509 -5.8365
H -0.5451 0.4456 -5.8181
H 0.1719 -0.2315 -3.5375
H 0.3657 -1.5802 -4.7022
H -1.3959 -2.5687 -3.8416
C 3.2032 2.4395 0.5449
C 2.4302 1.6980 1.6255
O 1.0421 1.7379 1.2773
H 4.2758 2.4641 0.7423
H 2.8512 3.4550 0.3625
H 3.0391 1.9124 -0.3977
H 2.4779 2.1655 2.6118
H 2.7896 0.6666 1.6749
H 0.6621 0.8512 1.3649
C 2.4042 -2.6519 2.8201
O 2.6699 -2.7715 1.4373
H 1.3529 -2.7271 3.1106
H 2.9709 -3.3882 3.3978
H 2.7017 -1.6816 3.2208
H 2.7280 -3.6999 1.2038
C 0.9230 0.7198 4.6717
O -0.1580 -0.1138 4.2427
H 0.6146 1.7118 4.3277
H 1.0936 0.5484 5.7266
H 1.8319 0.4981 4.1018
H -0.2866 -0.1273 3.2869
C -4.2403 1.0723 -3.0208
O -3.8158 2.4041 -3.2301
H -4.9840 0.9715 -2.2240
H -4.6687 0.6233 -3.9169
H -3.3575 0.4793 -2.7395
H -3.7898 2.8556 -2.3841
C 3.9086 -1.0904 -1.1045
O 5.0459 -0.3583 -1.5975
H 4.1946 -2.1443 -1.1804
H 3.7228 -0.8476 -0.0594
H 3.0319 -0.9426 -1.7309
H 5.8182 -0.8817 -1.3821
*
```

***

# 6
# C11H39CsF6NO9P

A molecular structure, C11H39CsF6NO9P in a non-equilibrium geometry (the ωB97M-V functional and the def2-TZVPD basis, OMol25).

HOMO energy ... -0.315 Ha
Total energy ... -2135.2932 Ha
Maximum force ... 0.047 Eh/bohr
LUMO energy ... -1.449 eV

```
! wB97M-V def2-TZVPD RIJCOSX def2/J DEFGRID3
* xyz 0 1
Cs 24.0054 10.0126 -3.0970
P 21.9234 12.5787 -4.6244
F 23.5265 12.5375 -4.2273
F 22.4747 13.0520 -6.0842
F 21.9693 11.0063 -4.9507
F 20.4209 12.6293 -5.1913
F 21.4316 12.1606 -3.1518
F 21.7651 14.1290 -4.1913
C 17.4786 14.7823 -3.5684
C 18.6467 14.3767 -2.6426
O 18.6299 15.2174 -1.5107
H 17.3774 15.8588 -3.6486
H 16.5457 14.3537 -3.1972
H 17.6649 14.2682 -4.5161
H 19.6493 14.4598 -3.0833
H 18.6496 13.3037 -2.4247
H 19.0868 16.0443 -1.6786
O 22.3049 11.6341 -8.5920
H 22.4060 12.2170 -7.8269
H 21.6931 10.9493 -8.3024
O 19.6576 16.4133 -5.3686
H 19.7011 15.5201 -5.7327
H 20.3427 16.4370 -4.6909
O 26.1932 11.9859 -5.5317
H 25.6863 11.6299 -6.2748
H 25.5264 12.2993 -4.9158
O 21.8090 16.1613 -2.2591
H 22.6338 16.0048 -1.7902
H 21.7296 15.4105 -2.8637
O 24.3494 10.1441 -6.6402
H 24.6818 9.4449 -6.0702
H 23.3872 10.0761 -6.5863
O 18.5989 11.0374 -3.9355
H 18.9688 10.2997 -3.4445
H 19.3585 11.5911 -4.1549
O 18.9981 14.0857 -7.0859
H 19.8623 13.6623 -7.1489
H 18.4383 13.5860 -7.6881
C 22.8906 11.6399 4.0374
C 21.6709 11.5759 3.0687
C 20.5442 12.3350 3.7659
C 19.4277 12.5763 2.7737
C 19.9247 13.4638 1.6387
C 21.0290 12.7808 0.8374
N 22.0300 12.2422 1.7989
O 23.1870 11.7001 1.1885
C 20.4650 11.6891 -0.1025
C 21.7258 13.8650 0.0036
C 21.4446 10.0757 2.8972
H 23.2445 12.6440 4.2824
H 23.6790 11.0020 3.6345
H 22.7227 11.2449 5.0452
H 20.0643 11.6533 4.4747
H 21.0015 13.2024 4.2392
H 18.4942 13.0225 3.1267
H 19.1045 11.5673 2.4926
H 20.3377 14.3782 2.0640
H 19.0992 13.6448 0.9495
H 20.2901 10.7288 0.3780
H 19.6206 12.0712 -0.6752
H 21.2346 11.5405 -0.8731
H 22.1398 14.6784 0.5979
H 22.5596 13.4613 -0.5738
H 20.9214 14.2459 -0.6263
H 21.4707 9.3917 3.7465
H 22.2864 9.7339 2.2839
H 20.4989 9.8432 2.3977
H 22.8284 10.8777 0.8066
*
```